Entry 1:
A structure of composition C8H24Be2N3O17 at a distorted geometry. Source: OMol25; level of theory: wB97M-V/def2-TZVPD.

Results
E_HOMO (Eh): -0.42551
Electronic energy (Ha): -1790.93742
Frontier orbital gap (eV): 1.93
Total charge: +1

Last column: Mulliken charge in e.
Atoms and positions in Å:
Be1 -8.621 -0.061 -6.753  1.068
Be2 -8.675 2.333 -12.370  1.133
N1 -7.767 2.692 -8.883  1.114
O1 -7.613 2.896 -10.096  -0.592
O2 -8.438 3.489 -8.244  -0.681
O3 -7.429 1.632 -8.365  -0.563
N2 -11.812 3.533 -13.717  0.831
O4 -11.433 4.044 -14.755  -0.579
O5 -12.980 3.444 -13.322  -0.474
O6 -11.031 2.858 -13.024  -0.362
N3 -10.771 1.074 -9.680  0.612
O7 -10.329 1.892 -10.501  -0.093
O8 -10.020 0.392 -8.970  -0.521
O9 -11.983 0.880 -9.679  -0.721
C1 -7.465 -0.830 -12.228  -0.524
C2 -8.981 -0.993 -12.247  -0.291
O10 -9.559 0.069 -12.973  -0.440
O11 -6.990 0.522 -11.996  -0.426
H1 -7.070 -1.168 -13.186  0.440
H2 -7.143 -1.566 -11.490  0.313
H3 -9.345 -1.018 -11.219  0.121
H4 -9.169 -1.916 -12.795  0.453
H5 -10.428 -0.122 -13.332  0.258
H6 -6.083 0.428 -12.293  0.302
C3 -13.798 -0.789 -11.840  -0.232
C4 -15.238 -1.073 -11.537  -0.582
O12 -16.072 -0.519 -12.503  -0.523
O13 -13.579 0.540 -12.177  -0.462
H7 -13.534 -1.292 -12.770  0.260
H8 -13.036 -1.175 -11.163  0.363
H9 -15.478 -0.545 -10.614  0.224
H10 -15.486 -2.134 -11.506  0.329
H11 -15.983 0.425 -12.352  0.322
H12 -13.102 0.883 -11.418  0.278
C5 -14.223 1.496 -6.979  -0.039
C6 -15.320 0.781 -6.065  -0.678
O14 -14.728 -0.013 -5.038  -0.502
O15 -13.222 0.505 -7.283  -0.409
H13 -13.787 2.264 -6.339  0.230
H14 -14.622 1.914 -7.903  0.349
H15 -15.967 0.246 -6.760  0.316
H16 -16.016 1.499 -5.631  0.332
H17 -14.782 -0.960 -5.185  0.313
H18 -12.909 0.699 -8.170  0.419
C7 -12.053 4.340 -8.736  0.305
C8 -11.132 5.394 -9.300  -0.415
O16 -10.036 5.650 -8.508  -0.491
O17 -12.693 4.753 -7.517  -0.553
H19 -11.609 3.351 -8.628  -0.252
H20 -12.829 4.168 -9.482  0.367
H21 -11.644 6.339 -9.483  0.363
H22 -10.870 5.144 -10.328  0.151
H23 -9.444 4.894 -8.506  0.496
H24 -13.651 4.758 -7.579  0.342

Atoms 1-3, force components in eV/Å:
-0.44 1.71 -1.87
-2.35 -1.75 0.99
-3.43 1.58 -1.04

***

Entry 2:
A cluster of 10 separate species, C17H47Cl3O21 in total at a distorted geometry. Source: OMol25; level of theory: wB97M-V/def2-TZVPD.

Results
E_HOMO (Eh): -0.07418
Electronic energy (Ha): -3636.25969
Frontier orbital gap (eV): 5.90
Total charge: -2

Last column: Mulliken charge in e.
Atoms and positions in Å:
O1 -1.320 -3.060 -2.370  -0.409
C1 -2.564 -3.654 -2.247  0.634
O2 -3.194 -3.448 -1.184  -0.601
O3 -2.989 -4.379 -3.183  -0.853
H1 -1.360 -2.546 -1.540  0.220
Cl1 0.525 -0.042 0.318  1.304
O4 1.481 0.033 -0.739  -0.602
O5 -0.683 -0.664 -0.131  -0.374
O6 1.070 -0.798 1.395  -0.639
O7 0.183 1.287 0.814  -0.733
C2 -4.102 0.025 -0.061  0.823
C3 -4.728 0.946 -1.120  -0.712
O8 -5.824 1.659 -0.441  -0.608
O9 -5.067 -0.929 0.332  -0.505
H2 -3.770 0.681 0.756  0.064
H3 -3.264 -0.549 -0.454  -0.393
H4 -5.174 0.611 -2.051  0.219
H5 -3.969 1.695 -1.381  0.408
H6 -5.329 2.135 0.237  0.356
H7 -5.904 -0.464 0.443  0.334
C4 2.884 2.981 3.946  -0.423
C5 2.632 4.177 3.037  -0.524
O10 1.274 4.665 3.091  -0.510
O11 2.343 1.766 3.473  -0.469
H8 2.486 3.313 4.912  0.247
H9 3.957 2.836 4.055  0.361
H10 2.734 3.884 1.988  0.342
H11 3.301 4.999 3.306  0.353
H12 1.145 5.112 2.245  0.328
H13 1.589 1.932 2.891  0.322
C6 -1.198 -3.855 1.745  0.797
C7 -1.684 -5.184 1.189  -0.577
O12 -2.910 -5.578 1.827  -0.510
O13 -2.177 -2.854 1.665  -0.498
H14 -0.309 -3.477 1.222  -0.461
H15 -0.905 -4.001 2.802  0.190
H16 -0.829 -5.876 1.121  0.300
H17 -1.883 -5.113 0.117  0.134
H18 -2.570 -5.923 2.665  0.331
H19 -1.796 -2.063 1.278  0.232
C8 -0.405 4.199 -0.616  0.230
C9 -0.308 5.593 -1.258  -0.732
O14 -1.163 5.671 -2.390  -0.526
O15 0.435 4.207 0.528  -0.406
H20 -0.043 3.491 -1.361  -0.019
H21 -1.456 3.994 -0.402  0.183
H22 0.708 5.891 -1.507  0.315
H23 -0.662 6.279 -0.477  0.326
H24 -2.040 5.903 -2.076  0.298
H25 0.491 3.279 0.785  0.392
C10 -0.010 -0.452 4.823  0.085
C11 -0.544 -1.452 5.810  -0.366
O16 -1.601 -0.904 6.578  -0.534
O17 -1.068 0.085 4.064  -0.583
H26 0.742 -0.950 4.194  0.148
H27 0.677 0.307 5.228  0.213
H28 0.246 -1.845 6.463  0.314
H29 -0.887 -2.313 5.219  0.147
H30 -1.915 -1.578 7.185  0.294
H31 -0.695 0.330 3.210  0.266
C12 2.572 -3.599 -0.195  -0.321
C13 1.803 -3.608 -1.486  0.432
O18 2.705 -4.106 -2.528  -0.626
O19 3.457 -2.482 -0.097  -0.596
H32 3.215 -4.465 -0.035  0.416
H33 1.867 -3.582 0.651  -0.079
H34 1.429 -2.625 -1.773  -0.025
H35 0.986 -4.327 -1.435  0.165
H36 3.513 -3.603 -2.357  0.326
H37 2.916 -1.682 -0.127  0.318
C14 3.357 1.561 -3.518  -0.268
C15 4.555 1.637 -4.474  -0.415
O20 5.158 0.352 -4.493  -0.527
O21 3.882 1.374 -2.188  -0.614
H38 2.782 0.662 -3.759  0.202
H39 2.723 2.441 -3.377  0.348
H40 5.295 2.371 -4.141  0.237
H41 4.166 1.988 -5.430  0.334
H42 5.123 0.087 -3.561  0.341
H43 3.252 0.863 -1.661  0.412
Cl2 -2.901 -0.099 -3.472  -0.159
C16 -1.179 -0.475 -3.815  0.200
C17 -0.474 0.454 -4.784  -0.566
Cl3 -0.486 2.113 -4.100  -0.200
H44 -1.117 -1.451 -4.301  0.384
H45 -0.666 -0.623 -2.869  -0.396
H46 -1.122 0.471 -5.660  0.388
H47 0.585 0.339 -4.982  0.345

Atoms 1-3, force components in eV/Å:
0.17 0.51 0.62
-3.02 -2.05 -0.48
1.07 0.78 0.06

***

Entry 3:
A cluster of 2 separate species, C6H13N3O2S2 in total at a distorted geometry. Source: OMol25; level of theory: wB97M-V/def2-TZVPD.

Results
E_HOMO (Eh): -0.32238
Electronic energy (Ha): -1347.43087
Energy relative to the best compared isomer or geometry (same formula, charge and spin) (eV): 2.3403
Frontier orbital gap (eV): 9.02
Structure (SMILES): N/N=C(\N)C(=O)S.CCCOC=S

Last column: Mulliken charge in e.
Atoms and positions in Å:
C1 1.264 4.588 -3.249  -1.019
C2 0.690 4.799 -1.878  -0.460
C3 0.506 3.444 -1.045  -0.358
C4 -0.430 2.939 1.240  0.041
C5 -0.765 -4.604 1.722  0.304
C6 -0.920 -3.608 2.803  0.638
H1 0.622 4.188 -4.129  0.284
H2 2.265 4.117 -3.234  0.292
H3 1.261 5.648 -3.587  0.302
H4 -0.187 5.539 -1.724  0.347
H5 1.329 5.551 -1.333  0.299
H6 1.579 2.841 -1.148  0.239
H7 -0.307 2.894 -1.518  0.354
H8 -0.106 1.870 0.913  0.204
H9 -0.007 -5.073 -1.209  0.264
H10 0.467 -5.964 0.187  0.249
H11 -1.044 -6.618 1.390  0.290
H12 -1.240 -6.007 3.075  0.249
H13 -0.449 -2.203 1.081  0.230
N1 -0.297 -5.388 -0.280  -0.714
N2 -0.514 -4.255 0.494  -0.286
N3 -0.865 -5.900 2.135  -0.457
O1 0.167 3.829 0.371  -0.267
O2 -1.277 -3.970 3.902  -0.557
S1 -1.299 3.270 2.557  -0.258
S2 -0.443 -1.926 2.465  -0.209

Atoms 1-3, force components in eV/Å:
-1.23 1.31 -2.17
-0.92 0.59 3.07
2.28 1.04 0.04